Entry 1:
DFT (the ωB97M-V functional and the def2-TZVPD basis) results for a molecular structure, C10H20B2F4N6O4Tl.

As for the spin multiplicity: 1. The HOMO energy comes out at -12.49 eV. The total energy is -44740.0694 eV. As for the total charge: +1. Its LUMO energy is -4.11 eV.

Each line ends with the Löwdin charge.
Cartesian coordinates (Å):
Tl -0.40156 -0.21021 -0.84418  1.26
C -1.87825 -2.32943 2.89271  0.03
C -1.42745 -2.00074 1.51483  -0.21
N -1.71984 -0.91431 0.90906  -0.03
O -2.34544 0.11288 1.54025  0.01
B -1.40282 1.01169 2.35600  -1.08
F -0.44908 0.21276 2.97852  0.17
F -2.17260 1.75674 3.17649  0.22
O -0.69192 1.96613 1.40831  0.02
N 0.31416 1.39822 0.69650  -0.03
C 1.51037 1.36833 1.14118  -0.21
C 1.94120 2.02205 2.40593  0.03
C 2.48268 0.56672 0.34552  -0.21
N 1.94659 -0.31679 -0.39962  -0.01
O 2.68296 -1.18385 -1.07766  0.10
B 1.82731 -2.19847 -1.77322  -1.03
F 2.59366 -2.96077 -2.56129  0.25
F 0.82508 -1.42868 -2.48264  0.03
O 1.06794 -3.07672 -0.82708  0.11
N 0.14591 -2.40354 -0.15570  -0.01
C -0.52111 -2.93940 0.78921  -0.21
C -0.33158 -4.34991 1.23235  0.02
C 3.95335 0.73091 0.52032  0.02
H -2.54741 -1.55726 3.25989  0.10
H -1.01203 -2.38420 3.55400  0.12
H -2.38333 -3.29487 2.90903  0.10
H 1.07966 2.43468 2.92031  0.10
H 2.65269 2.82381 2.20113  0.11
H 2.43133 1.29085 3.04975  0.11
H 0.15850 -4.91348 0.44253  0.09
H -1.28675 -4.81196 1.47447  0.10
H 0.30057 -4.38750 2.12212  0.11
H 4.21772 1.78425 0.59601  0.10
H 4.47111 0.28039 -0.32313  0.09
H 4.29388 0.23193 1.43022  0.11
N -2.01147 1.62703 -1.04040  0.00
C -2.66304 1.72111 -2.34036  -0.20
C -1.70978 1.22492 -3.43057  -0.21
N -1.26342 -0.13432 -3.11302  -0.01
H -2.64163 1.42344 -0.26861  0.09
H -1.49583 2.46220 -0.78701  0.10
H -2.96041 2.74339 -2.57297  0.13
H -3.55873 1.09897 -2.33524  0.13
H -0.83050 1.86940 -3.47055  0.13
H -2.21657 1.26734 -4.39489  0.13
H -0.46482 -0.43056 -3.66506  0.10
H -2.00658 -0.81284 -3.24435  0.12

Atoms 1-2, force components in eV/Å:
-0.5 0.4 0.2
0.0 0.1 0.0


Entry 2:
DFT (the ωB97M-V functional and the def2-TZVPD basis) results for 2 unconnected molecules or ions with the total composition C5H17N2O.

The energy above the lowest of the compared OMol25 structures with the same formula, charge and spin comes out at 31.37 kcal per mole. As for the spin multiplicity: 1. The HOMO energy comes out at -12.89 eV. The total energy is -10481.5744 eV. As for the total charge: +1. Its LUMO energy is -3.06 eV.

Each line ends with the Löwdin charge.
Cartesian coordinates (Å):
N -1.79433 -0.19334 -0.82188  0.23
C -0.39041 0.43883 -0.80055  -0.30
C -0.16962 1.13520 -2.13024  -0.02
C 0.56686 -0.64398 -0.33947  -0.15
N -0.00611 -1.21239 0.87542  -0.29
C 0.72519 -2.41876 1.23847  -0.10
C -0.13431 -0.38412 2.07965  -0.06
H -2.20801 -0.31838 -1.74467  0.16
H -1.76049 -1.04562 -0.30650  0.13
H -2.43431 0.47830 -0.39621  0.17
H -0.47659 1.14087 0.02266  0.11
H -1.15898 1.30081 -2.57667  0.09
H 0.12486 2.14536 -2.02941  0.06
H 0.33645 0.59204 -2.91042  0.10
H 0.66493 -1.42885 -1.06150  0.13
H 1.54209 -0.17955 -0.16118  0.15
H 1.76451 -2.32161 1.58662  0.10
H 0.23308 -3.06366 1.95736  0.09
H 0.86611 -3.01117 0.33332  0.08
H -0.52097 -0.99763 2.88089  0.09
H -0.78067 0.45887 1.86625  0.08
H 0.82136 -0.03881 2.45792  0.09
H 1.51154 2.93213 0.69623  0.05
H 1.68593 3.53431 -0.61901  0.07
O 0.99190 3.10114 -0.09708  -0.05

Atoms 1-2, force components in eV/Å:
-0.5 1.7 -0.8
-0.2 -0.1 -0.4


Entry 3:
DFT (the ωB97M-V functional and the def2-TZVPD basis) results for 9 unconnected molecules or ions with the total composition C9H36O9.

The energy above the lowest of the compared OMol25 structures with the same formula, charge and spin comes out at 103.77 kcal per mole. As for the spin multiplicity: 1. The SMILES is CO.CO.CO.CO.CO.CO.CO.CO.CO. The HOMO energy comes out at -9.56 eV. The total energy is -28340.8061 eV. Its LUMO energy is 0.41 eV.

Each line ends with the Löwdin charge.
Cartesian coordinates (Å):
C -3.51146 1.67842 0.85904  -0.14
O -3.67846 2.33630 -0.37350  -0.11
H -4.43205 1.16590 1.17489  0.08
H -2.71817 0.94141 0.76304  0.06
H -3.23995 2.35112 1.67816  0.09
H -4.18596 3.14055 -0.24856  0.09
C -4.24793 -2.37008 0.55502  -0.12
O -3.02787 -1.99988 -0.10097  -0.14
H -5.11406 -2.12382 -0.06202  0.08
H -4.26689 -3.43570 0.79124  0.08
H -4.31372 -1.79992 1.47767  0.08
H -3.08285 -2.25480 -1.02607  0.09
C 4.12715 1.12771 -1.99427  -0.14
O 3.45324 0.32032 -1.05022  -0.14
H 5.11082 0.72572 -2.26075  0.08
H 3.53598 1.29567 -2.89656  0.08
H 4.31385 2.09779 -1.53207  0.09
H 3.29027 -0.53653 -1.46002  0.09
C 5.42126 -0.39429 1.85299  -0.16
O 4.11605 -0.83822 1.50028  -0.14
H 6.05577 -0.29224 0.96835  0.07
H 5.37937 0.56941 2.37107  0.07
H 5.86735 -1.12470 2.52381  0.07
H 3.91068 -0.45369 0.63760  0.02
C -1.29636 0.89420 -2.30662  -0.16
O -2.63940 1.11094 -2.69669  -0.12
H -0.63868 0.98963 -3.16406  0.07
H -0.98110 1.60697 -1.52882  0.09
H -1.19816 -0.07842 -1.80392  0.06
H -3.13795 1.25924 -1.88183  0.03
C 1.18349 1.84329 2.05735  -0.12
O -0.15623 1.76930 1.54873  -0.16
H 1.29988 2.81668 2.52398  0.08
H 1.35954 1.09829 2.84752  0.09
H 1.92512 1.65351 1.27916  0.07
H -0.31405 0.85674 1.24427  0.03
C -1.94873 0.07965 4.08047  -0.16
O -1.43405 1.39904 4.00091  -0.13
H -1.70997 -0.49658 3.18129  0.06
H -1.55124 -0.42778 4.96147  0.07
H -3.04163 0.10094 4.18003  0.07
H -1.00196 1.50325 3.13718  0.01
C 0.76613 -1.51484 -4.24013  -0.17
O 1.74314 -2.36544 -4.81262  -0.12
H 0.98214 -0.45395 -4.40890  0.07
H -0.23670 -1.69023 -4.64916  0.08
H 0.73175 -1.70828 -3.17153  0.06
H 1.94015 -2.04528 -5.69644  0.07
C 0.45176 -1.45202 0.08395  -0.11
O -0.65690 -0.76415 0.62565  -0.17
H 0.87890 -2.18352 0.77132  0.09
H 0.16177 -1.91952 -0.86026  0.07
H 1.20483 -0.68685 -0.10981  0.07
H -1.44790 -1.32126 0.65936  0.05

Atoms 1-2, force components in eV/Å:
-0.3 -0.2 1.0
0.1 0.1 -0.3


Entry 4:
DFT (the ωB97M-V functional and the def2-TZVPD basis) results for 2 unconnected molecules or ions with the total composition C5H10N2O.

The energy above the lowest of the compared OMol25 structures with the same formula, charge and spin comes out at 181.93 kcal per mole. As for the spin multiplicity: 1. The HOMO energy (spin up / spin down) comes out at -7.80 / -9.50 eV. The total energy is -10367.4160 eV. Its LUMO energy (spin up / spin down) is -1.17 / 0.37 eV.

Each line ends with the Löwdin charge.
Cartesian coordinates (Å):
C -0.45819 0.81661 1.28212  0.17
C 0.59015 0.45313 0.65559  -0.40
C 1.99508 1.06444 0.90669  -0.06
C 0.87408 -0.36684 -1.74163  -0.10
C 0.57220 -0.81176 -0.28418  -0.21
N -2.96500 -1.29331 0.07948  0.06
N -2.88741 -0.15558 0.47601  -0.27
O -3.64843 0.74162 0.69404  0.01
H -1.13341 1.39079 1.85055  0.04
H 2.66890 0.15566 1.17939  0.11
H 2.39039 1.44567 -0.13123  0.10
H 1.85069 1.96363 1.51483  0.07
H 0.51146 -1.13053 -2.31891  0.04
H 0.60902 0.62753 -1.98221  0.06
H 2.00603 -0.19492 -1.75078  0.09
H -0.42866 -1.33523 -0.26711  0.08
H 1.37073 -1.56584 -0.05942  0.11
H -3.91764 -1.80507 -0.10325  0.12

Atoms 1-2, force components in eV/Å:
-1.6 -0.3 -0.3
2.0 -1.9 -0.5